Record 1
{"formula": "C37H75ClIN2O15S5", "method": "wB97M-V/def2-TZVPD", "species": ["H", "H", "H", "H", "O", "H", "I", "H", "H", "H", "H", "H", "C", "H", "C", "H", "C", "H", "H", "H", "H", "O", "H", "C", "H", "O", "C", "H", "C", "H", "H", "C", "C", "O", "H", "H", "C", "S", "C", "C", "H", "O", "C", "C", "C", "H", "C", "C", "O", "O", "H", "S", "H", "H", "H", "H", "H", "C", "H", "O", "S", "C", "C", "C", "C", "H", "O", "O", "N", "C", "H", "C", "C", "H", "H", "H", "H", "O", "H", "C", "C", "C", "C", "H", "H", "O", "S", "H", "C", "H", "H", "H", "O", "C", "H", "C", "H", "C", "O", "H", "H", "H", "H", "H", "H", "H", "H", "H", "C", "H", "H", "H", "H", "H", "H", "H", "H", "H", "C", "H", "H", "H", "C", "O", "H", "C", "H", "H", "N", "H", "H", "C", "H", "S", "H", "Cl"], "xyz": [[0.21628, 7.02241, -3.70735], [-1.55700, 5.89502, -2.30159], [3.06599, -0.87487, -1.32696], [1.56704, 4.49333, 1.36531], [1.21873, 9.47308, -3.30694], [-4.70766, 1.66288, 13.32942], [-0.28218, 3.14670, -2.68160], [-6.63907, 1.34860, 8.11530], [0.90677, -4.94282, 5.46439], [5.85492, -4.69345, 1.77819], [-2.25612, 1.24285, -7.85367], [2.40738, 2.78830, 1.25479], [-0.50203, 0.65342, -12.22149], [-0.01079, 0.75642, -13.19213], [-3.60416, -1.99286, 8.49513], [4.53080, -6.77828, -0.35219], [0.15479, 2.89829, 0.52742], [-5.72128, 2.60926, 8.98616], [2.64386, 1.64000, -4.59296], [-2.55571, -1.73772, 8.31420], [-0.37828, -0.38294, -11.89331], [-0.99055, 8.65153, -4.16263], [5.06037, -4.87520, 4.46722], [2.59942, 0.46390, -4.71442], [1.25531, -2.07715, 3.30508], [-0.62154, 1.58773, -9.97986], [1.92447, -4.64668, 1.17618], [2.86073, 0.89553, -6.96222], [5.63066, -3.83121, -0.86841], [4.39689, -2.12584, -4.46960], [1.46208, 0.10981, -4.78222], [3.24162, 0.05591, -6.20404], [2.67909, -4.89599, 3.99785], [-5.52127, 0.21983, 10.49339], [-1.56756, 11.26999, -4.51220], [-0.67857, 1.80547, -7.19643], [-6.64284, 2.02481, 8.97237], [-2.33926, -3.41711, 5.87513], [-0.90897, -0.05858, -1.04750], [1.59043, -4.79416, 2.77258], [-5.59031, 0.16510, 13.04782], [-1.83805, -2.05842, 5.88212], [-0.49151, 11.15832, -4.36840], [-0.84314, 7.28487, -3.79810], [-3.93356, -3.37620, 7.96193], [-1.93623, -3.76082, 3.58623], [2.74209, 0.06924, -1.97818], [3.54588, -4.61168, 0.76920], [0.98919, 0.15127, -8.70305], [1.33458, 0.19541, 0.30439], [3.17487, -2.31772, -6.44140], [-0.41719, 0.29630, -9.00309], [2.61959, -2.35736, -3.85752], [5.76499, -2.95876, -0.09514], [-1.27868, 0.16154, -6.82150], [5.38610, 0.64767, -5.36287], [-1.57542, 0.82809, -12.34272], [2.55291, -1.35610, -6.77743], [5.33652, -6.17059, -1.94721], [-3.82762, -3.42744, 6.54470], [-6.71854, 1.03297, 10.44204], [-2.82729, -3.81096, 4.21497], [-1.60000, 6.96464, -2.52097], [-1.24220, 0.95093, -7.57473], [4.11100, -4.51924, -0.77222], [-0.00069, 2.64057, -11.60513], [-8.04137, 0.46081, 10.55024], [-0.91883, 10.01010, -2.06007], [-2.04658, 0.86194, -0.67254], [0.16938, -2.09954, -0.23382], [5.27742, 0.48083, -7.24652], [-5.66294, 1.15786, 13.50193], [3.43408, -0.20904, -3.47531], [1.15222, 1.42939, -11.05058], [-3.29916, -4.14032, 8.42360], [-3.24527, -4.81888, 4.19462], [5.23414, -1.09061, -6.20066], [-6.57334, 2.24416, 11.52627], [3.28407, 1.01306, -1.55282], [-6.80581, 1.95610, 12.89936], [-0.12030, -3.62192, 0.30379], [4.88057, 0.03351, -6.22181], [4.33325, -6.08899, -1.30509], [1.79707, 2.49804, -0.98691], [-4.96887, -3.61775, 8.21706], [0.96354, -4.58620, 0.06820], [-0.19376, 9.77898, -3.29221], [-0.65166, 2.25763, 1.09053], [1.13881, -1.19120, 0.71993], [2.47379, -4.15271, 6.17375], [-1.81885, -1.93903, -0.88812], [-7.51853, 2.67497, 8.93414], [1.29759, 0.19604, -2.17989], [2.09034, -5.05425, 5.53385], [6.44068, -4.66882, -0.61808], [0.63238, 2.24105, -0.91837], [-2.46300, 1.31905, -1.53001], [4.67880, -4.71499, 1.98097], [-1.57501, -4.52096, 6.41028], [-5.80746, 1.02287, 14.57661], [-6.88391, 2.91362, 13.42121], [-4.21262, -1.23280, 7.99569], [1.48870, -1.49669, -6.25595], [-0.49759, -3.55187, 1.40918], [2.34627, -6.11172, 5.96879], [0.01501, 10.98575, -5.31954], [-1.25594, 6.68672, -4.61486], [-1.05269, -4.01879, -0.32829], [0.08667, 1.62394, -11.21255], [5.86857, -3.49961, -1.98609], [-7.76210, 1.43792, 13.02779], [-2.84044, 0.35051, -0.21640], [-0.08861, 12.05008, -3.88439], [2.19248, -1.72814, 0.75475], [4.51744, 0.27188, -3.39689], [-0.39496, 3.91695, 0.23503], [-3.77877, -1.93994, 9.57252], [3.43131, -6.47355, -1.95378], [1.39669, 3.32171, 1.51247], [4.08696, -2.30340, -2.61860], [-1.59995, -1.24399, 0.62948], [2.48222, -1.38835, -7.94578], [3.64323, -1.83042, -3.59235], [-1.21274, -0.80077, -9.51382], [0.69965, -2.19952, -1.29689], [4.27096, -4.83283, 3.59613], [3.34907, -4.04581, -1.53457], [1.02784, 3.11635, 2.62401], [-1.14988, -1.36638, -0.32726], [-3.55999, -3.07611, 3.87705], [0.43559, -4.82769, 3.07393], [0.59423, 0.56678, -0.90568], [-2.64694, 7.27109, -2.60676], [0.56705, -1.11654, 2.53871], [-1.17622, 7.49804, -1.66484], [-1.17401, -0.45944, -2.87795]], "atomic_forces_ev_per_a": [[-0.038, 0.177, -0.012], [-0.021, 0.094, -0.116], [-1.035, 2.069, -1.112], [-0.258, -2.636, 0.496], [-1.047, -0.044, 0.340], [-0.148, -0.001, 0.078], [0.421, -0.549, 0.787], [-0.024, -0.047, 0.220], [2.588, -0.344, 0.214], [-3.056, -0.021, 0.172], [0.164, -0.060, -0.036], [-2.068, 0.797, 0.679], [-0.070, -0.356, 0.019], [-0.029, 0.109, 0.101], [0.299, 0.162, -0.032], [-0.680, 1.415, -2.168], [-0.659, 1.234, -0.560], [-0.123, -0.105, 0.069], [-0.187, -2.391, -0.195], [-0.138, -0.067, 0.053], [0.010, 0.163, -0.066], [0.410, 1.121, 0.083], [-1.618, 0.076, -2.157], [0.392, -0.253, -0.700], [-0.326, 0.590, -1.501], [-0.197, -0.649, 1.477], [4.472, -0.222, 3.000], [0.862, -1.770, 1.745], [-0.019, -0.528, 0.105], [-1.720, 0.798, 1.931], [2.486, 0.835, 0.587], [-0.720, 0.378, -0.383], [1.115, 0.374, -3.837], [-1.114, 0.309, -0.003], [0.149, -0.073, 0.063], [-0.043, -0.115, -0.106], [-0.003, 0.212, 0.094], [-0.869, 0.289, 0.559], [-2.163, 1.883, -1.354], [1.808, 0.095, -0.943], [-0.039, 0.146, 0.092], [-0.020, -1.223, 0.004], [-0.091, -0.138, -0.184], [0.046, -0.881, 0.560], [0.079, 0.345, 1.435], [0.032, 0.034, 0.217], [2.169, -0.552, -1.373], [-0.455, 0.130, 3.070], [-1.053, 0.020, -0.571], [-2.425, -1.382, -1.693], [-1.167, 2.147, -0.644], [-0.468, 0.360, -0.590], [1.962, 1.026, 0.643], [-0.280, -1.528, -1.721], [0.098, -0.017, -0.204], [-1.084, -1.227, -1.601], [0.162, 0.053, -0.023], [0.525, -0.584, 0.902], [-2.347, 0.338, 1.216], [1.098, -0.247, -1.595], [0.143, 0.509, 0.348], [-0.259, -0.101, -0.004], [-0.033, 0.154, 0.344], [-0.012, 0.239, -0.040], [0.654, -1.395, -0.073], [-0.108, -0.025, 0.405], [1.120, 0.115, 0.118], [0.892, -0.378, -0.850], [0.242, -1.200, -0.623], [2.344, -1.064, 0.260], [-0.872, -0.942, 2.166], [0.162, -0.311, -0.094], [0.097, -0.510, 0.829], [-0.132, -0.020, 0.145], [-0.004, 0.034, -0.207], [0.047, 0.151, 0.055], [-0.519, 2.323, 0.138], [-0.091, -0.458, -1.486], [-1.491, -1.511, -0.506], [-0.008, -0.468, 1.154], [-1.396, 0.080, -0.250], [0.009, -0.306, -0.976], [0.689, -0.260, 0.282], [-2.652, -0.722, -0.145], [0.101, -0.097, -0.406], [0.135, 1.730, 2.857], [-0.370, 0.080, -0.128], [1.770, 1.034, -1.302], [1.828, -1.894, 0.560], [-0.546, -1.981, -1.071], [0.465, 0.598, 0.192], [0.126, -0.116, 0.071], [0.716, -0.231, 3.362], [-0.510, 0.501, -1.420], [-1.830, 1.827, -0.405], [1.484, -0.799, 2.498], [0.999, -0.566, 1.288], [-3.308, -0.025, 1.839], [-0.267, 0.981, -0.283], [-0.039, 0.118, -0.081], [-0.030, 0.040, -0.414], [-0.007, -0.128, 0.157], [2.147, 0.401, -1.463], [1.060, -0.255, -1.887], [-0.339, 2.243, -0.776], [-0.069, -0.033, 0.165], [0.048, 0.377, -0.137], [2.072, 0.748, 1.159], [0.498, -0.242, -1.165], [-0.672, -0.571, 2.508], [0.082, 0.036, -0.179], [1.092, 0.495, -0.597], [0.005, -0.222, 0.072], [-2.165, 1.020, -0.302], [-2.355, -0.932, -0.273], [1.073, -2.312, 0.703], [-0.120, -0.029, -0.144], [1.780, 0.686, 1.489], [-0.578, 0.667, -0.088], [-0.916, 1.116, -1.740], [1.030, 0.088, -0.934], [0.027, 0.211, 2.499], [0.078, -0.337, -1.020], [1.019, 0.746, 0.497], [-1.521, 0.533, 2.075], [-3.613, 0.101, -2.985], [1.441, -0.612, 1.904], [1.187, 0.456, -2.393], [0.371, -0.533, 0.064], [0.078, -0.080, 0.136], [2.787, 0.001, -0.642], [1.235, 1.896, -1.332], [0.124, -0.080, -0.045], [-0.064, -0.014, -0.320], [-0.045, -0.087, -0.135], [0.137, -0.256, 1.458]], "gap_ev": 7.4, "e_lumo_ev": -3.05, "charge": 1}



Record 2
{"formula": "C2H2O2S2", "method": "wB97M-V/def2-TZVPD", "species": ["O", "C", "S", "O", "H", "H", "S", "C"], "xyz": [[0.13204, -1.71431, 0.04680], [-0.51877, 0.62290, 0.03826], [2.21954, 0.04702, -0.06416], [-0.21861, 1.78369, 0.05309], [1.73295, 1.24662, -0.08200], [-1.70776, -1.35553, 0.03712], [-2.14622, -0.07073, -0.07299], [0.50683, -0.55966, 0.04388]], "atomic_forces_ev_per_a": [[1.237, 1.295, 0.148], [-0.832, -0.859, -0.114], [-0.886, -2.040, 0.167], [-0.157, -0.378, 0.016], [-0.185, 1.518, 0.000], [-0.152, 0.540, -0.082], [-0.153, 0.546, 0.141], [1.128, -0.622, -0.276]], "gap_ev": 9.4, "de_lowest_ev": 0.271, "e_lumo_ev": -0.89}



Record 3
{"formula": "C2H2I4", "method": "wB97M-V/def2-TZVPD", "species": ["C", "H", "C", "I", "I", "I", "I", "H"], "xyz": [[0.87888, 0.11378, 0.07579], [1.27969, 0.04031, 1.00823], [-0.65747, -0.34970, 0.02830], [-1.79196, 0.37655, 1.74775], [-0.71657, -2.47898, 0.00719], [1.07395, 2.20906, -0.21146], [-1.33941, 0.41112, -1.78784], [1.27287, -0.32214, -0.86794]], "atomic_forces_ev_per_a": [[-3.199, 0.240, -3.199], [1.502, -1.252, 2.235], [1.460, 0.768, 0.849], [0.385, -0.118, -0.514], [0.111, -0.118, 0.094], [0.412, 0.646, 0.248], [-1.216, -0.156, -1.004], [0.544, -0.010, 1.293]], "gap_ev": 8.1, "de_lowest_ev": 0.165, "e_lumo_ev": -0.82}



| no. | energy (eV) |
| --- | --- |
| 1 | -148051.89084 |
| 2 | -27871.33473 |
| 3 | -34507.86761 |